Below is C47H38Cl2KN5P2 as an isolated structure at a distorted geometry, with properties calculated with ωB97M-V with the def2-TZVPD basis set.

```
95
Properties=species:S:1:pos:R:3
K 0.508 0.015 0.804
C -3.632 0.275 -1.170
P -3.846 -0.665 0.435
C -3.173 -2.259 -0.182
C -3.867 -3.508 0.003
C -3.387 -4.686 -0.506
C -2.267 -4.651 -1.341
C -1.493 -3.472 -1.435
C -1.985 -2.260 -0.935
C -5.632 -1.031 0.345
C -6.038 -1.670 -0.825
C -7.404 -1.875 -1.054
C -8.322 -1.407 -0.114
C -7.873 -0.753 1.076
C -6.530 -0.658 1.321
C -2.920 1.536 -1.233
C -3.516 2.772 -1.664
C -2.551 3.745 -1.632
C -1.312 3.053 -1.265
C 0.057 3.557 -1.130
P 0.838 3.502 0.613
C 2.073 4.852 0.525
C 1.913 6.068 -0.145
C 3.059 6.833 -0.442
C 4.313 6.522 0.070
C 4.359 5.571 1.073
C 3.235 4.780 1.324
C -0.459 4.063 1.725
C -1.565 3.262 2.028
C -2.332 3.483 3.160
C -2.051 4.522 4.009
C -1.055 5.438 3.585
C -0.222 5.203 2.482
N -1.542 1.727 -0.997
H -4.667 0.572 -1.450
H -3.271 -0.409 -1.941
H -4.845 -3.518 0.474
H -3.908 -5.645 -0.321
H -1.955 -5.548 -1.911
H -0.502 -3.440 -1.946
H -1.502 -1.305 -1.226
H -5.306 -1.966 -1.577
H -7.698 -2.419 -1.961
H -9.372 -1.563 -0.316
H -8.630 -0.245 1.704
H -6.131 -0.154 2.266
H -4.573 2.953 -1.889
H -2.719 4.809 -1.774
H 0.267 4.509 -1.686
H 0.678 2.839 -1.735
H 0.902 6.402 -0.502
H 2.877 7.715 -1.096
H 5.124 7.217 -0.196
H 5.302 5.434 1.669
H 3.306 4.075 2.138
H -1.803 2.347 1.490
H -3.076 2.764 3.342
H -2.602 4.656 4.920
H -0.962 6.411 4.045
H 0.581 5.947 2.253
C 4.387 -1.817 -1.316
C 2.995 -1.248 -1.324
N 1.928 -2.189 -0.859
C 2.283 -3.367 -0.487
C 3.600 -3.821 -0.170
C 4.601 -3.037 -0.769
C 3.891 -4.868 0.760
C 3.033 -5.868 1.177
C 2.121 -6.668 0.393
C 2.041 -6.708 -1.031
C 1.158 -7.634 -1.553
N 0.298 -8.371 -0.804
C 0.449 -8.245 0.515
N 1.373 -7.533 1.140
H 5.270 -1.224 -1.612
H 2.698 -0.990 -2.342
H 1.482 -4.061 -0.251
H 5.579 -3.542 -0.851
H 4.857 -4.805 1.256
H 2.970 -6.120 2.207
H 2.764 -6.249 -1.700
H 1.051 -7.751 -2.626
H -0.225 -8.845 1.137
Cl 3.147 0.834 2.213
C 4.153 1.343 0.876
C 5.303 2.082 1.184
C 6.063 2.535 0.098
C 5.666 2.293 -1.201
C 4.547 1.548 -1.505
Cl 4.302 1.130 -3.222
C 3.815 0.869 -0.434
N 2.802 0.044 -0.664
H 5.520 2.195 2.262
H 6.905 3.145 0.239
H 6.282 2.622 -2.015
```

- Maximum force: 3.44 eV Å⁻¹
- Molar mass: 844.8 g mol⁻¹
- Spin multiplicity: 1
- Relative energy (zero: lowest compared OMol25 entry of this formula, charge and spin): 65.4 kJ/mol
- Charge: -2
- Gap between HOMO and LUMO (spin up / spin down): 4.7 / 4.7 eV
- LUMO energy (spin up / spin down): 3.8 / 3.8 eV

Here are the Mulliken charges for atoms 1 to 8, given in e: K 0.6101; C -0.0681; P -0.0985; C 0.5983; C -0.2514; C -0.6622; C -0.6613; C -0.7096